Entry 1:
{
  "formula": "C32H51N6O3S4SbSeSiTa",
  "method": "ωB97M-V/def2-TZVPD",
  "e_homo_ha": [-0.4414, -0.4637],
  "de_lowest_kj_mol": 266.69,
  "total_charge": 2,
  "total_energy_ha": -6384.87517,
  "multiplicity": 2,
  "fmax_ev_per_a": 1.82,
  "species": ["Ta", "O", "C", "C", "C", "C", "N", "C", "C", "C", "C", "C", "C", "O", "C", "C", "N", "H", "H", "H", "H", "H", "H", "H", "H", "H", "H", "H", "H", "C", "C", "O", "N", "C", "C", "C", "C", "C", "C", "N", "H", "H", "H", "H", "H", "H", "H", "H", "H", "H", "S", "Sb", "S", "S", "C", "C", "C", "C", "N", "C", "S", "N", "C", "C", "C", "C", "H", "H", "H", "H", "H", "H", "H", "H", "H", "H", "H", "H", "H", "H", "H", "H", "H", "H", "H", "H", "C", "Si", "C", "C", "Se", "H", "H", "H", "H", "H", "H", "H", "H", "H"],
  "positions_angstrom": [[-1.288448, 2.038729, -0.086648], [1.639321, -3.163379, -4.406720], [1.703562, -3.255637, -3.011287], [0.742299, -2.273814, -2.403862], [0.436984, -2.262293, -1.045358], [-0.408621, -1.281548, -0.561666], [-0.956859, -0.327910, -1.310737], [-0.725971, -0.379743, -2.632518], [0.113690, -1.328623, -3.201582], [-1.362192, 0.612736, -3.514614], [-1.778213, 0.258954, -4.795173], [-2.345636, 1.227209, -5.614239], [-2.807374, 0.861934, -7.009653], [-1.724436, 0.548498, -7.848445], [-2.430938, 2.525753, -5.123166], [-2.014908, 2.781092, -3.828627], [-1.514926, 1.846623, -3.033443], [2.174341, -3.854357, -4.808656], [2.720022, -3.020969, -2.650437], [1.456479, -4.268316, -2.662889], [0.852432, -2.981804, -0.355652], [-0.662620, -1.250058, 0.487588], [0.323006, -1.316409, -4.258214], [-1.682872, -0.754076, -5.153415], [-3.430099, 1.663947, -7.425079], [-3.411741, -0.049784, -6.964388], [-1.302954, 1.353537, -8.167245], [-2.827580, 3.319274, -5.734877], [-2.095038, 3.765913, -3.390456], [0.113690, -0.267734, 3.649988], [-0.945788, 0.483825, 2.905014], [-0.801422, 0.794251, 1.705396], [-2.032547, 0.781478, 3.605129], [-3.210101, 1.485194, 3.122400], [-4.067461, 0.627859, 2.219556], [-5.413703, 0.444765, 2.508113], [-6.175132, -0.354655, 1.670860], [-5.548612, -0.973760, 0.599518], [-4.203071, -0.718606, 0.382458], [-3.470569, 0.071635, 1.162537], [1.051972, -0.219436, 3.106392], [-0.172027, -1.311509, 3.764564], [0.249891, 0.160273, 4.638545], [-2.077440, 0.438115, 4.553625], [-2.899151, 2.385691, 2.577905], [-3.792699, 1.797311, 3.988251], [-5.851856, 0.916213, 3.374911], [-7.227328, -0.501990, 1.864880], [-6.091632, -1.646497, -0.046313], [-3.677541, -1.170908, -0.449309], [2.138812, 2.199218, 2.331356], [1.358388, 3.782132, 0.785336], [0.768280, 2.426463, -1.145777], [-1.032032, 3.837785, 1.406652], [4.043992, 1.537983, 5.591343], [5.372751, 1.005026, 5.065072], [5.276656, -0.444190, 4.555561], [5.521671, -0.614099, 3.054506], [4.376388, -0.155373, 2.294532], [3.734232, -0.735315, 1.302963], [2.215712, -0.102970, 0.813885], [4.102622, -1.806209, 0.598160], [5.314799, -2.604887, 0.533098], [5.164319, -3.921319, 1.307425], [6.144664, -4.990996, 0.825494], [7.596593, -4.574588, 1.020276], [4.185235, 2.523675, 6.025938], [3.658778, 0.882594, 6.369248], [3.298305, 1.623326, 4.801155], [6.101512, 1.049571, 5.876973], [5.732161, 1.659321, 4.268750], [4.295594, -0.857670, 4.797572], [6.017696, -1.058677, 5.066897], [5.685445, -1.668576, 2.845610], [6.411857, -0.048768, 2.762429], [3.959160, 0.708791, 2.637678], [3.381713, -2.107593, -0.045876], [6.167386, -2.030404, 0.888342], [5.487579, -2.831801, -0.523215], [4.144280, -4.289256, 1.171989], [5.316023, -3.753716, 2.376711], [5.958140, -5.205974, -0.228980], [5.952379, -5.910561, 1.381417], [7.850271, -3.716698, 0.402255], [8.255504, -5.392034, 0.745945], [7.784151, -4.318124, 2.060332], [-6.657184, 3.601818, -0.084310], [-5.764814, 3.197339, -1.731406], [-6.266407, 1.560709, -2.601649], [-5.352539, 4.757439, -2.763878], [-3.448846, 2.543800, -0.782762], [-7.641723, 4.029856, -0.255539], [-6.065747, 4.320268, 0.482509], [-6.773465, 2.711739, 0.531022], [-7.198972, 1.673530, -3.147160], [-6.401427, 0.771662, -1.863582], [-5.504437, 1.229524, -3.303333], [-6.262129, 5.281187, -3.044901], [-4.810517, 4.531746, -3.678845], [-4.740992, 5.436301, -2.170178]],
  "forces_ev_per_a": [[1.1, -1.0, 0.8], [-0.1, 0.1, -0.2], [0.2, -0.2, 0.3], [-0.2, 0.0, 0.2], [-0.1, 0.0, -0.4], [0.0, -0.3, 0.3], [-0.1, 0.8, 0.4], [0.3, -0.3, -0.1], [0.0, 0.1, 0.2], [-0.2, 0.2, -0.3], [0.0, 0.3, 0.1], [0.0, 0.1, 0.0], [-0.2, 0.0, 0.1], [0.3, -0.1, -0.2], [0.0, -0.3, 0.0], [0.0, 0.1, 0.1], [0.2, -0.4, 0.4], [0.0, 0.0, 0.0], [-0.1, 0.0, 0.0], [0.0, 0.1, 0.0], [0.0, -0.1, 0.0], [0.1, 0.0, 0.1], [-0.1, 0.0, -0.1], [0.0, -0.1, 0.0], [0.1, -0.1, 0.1], [0.0, 0.2, 0.0], [0.0, 0.0, 0.0], [-0.1, 0.2, -0.1], [0.0, 0.2, 0.0], [0.2, 0.0, -0.1], [-0.2, 0.0, 0.6], [0.0, 0.7, -1.7], [0.0, 0.0, 0.0], [-0.2, 0.1, -0.5], [-0.1, -0.1, 0.2], [0.1, 0.0, -0.1], [0.1, 0.0, -0.1], [0.0, 0.1, 0.0], [0.0, -0.1, 0.0], [-0.1, 0.0, 0.1], [-0.1, 0.0, 0.0], [-0.1, -0.1, 0.0], [0.0, 0.0, 0.1], [0.2, 0.0, -0.1], [-0.1, -0.2, 0.2], [0.1, 0.0, 0.0], [0.0, 0.0, 0.1], [-0.1, -0.1, 0.0], [0.0, 0.0, -0.1], [0.0, 0.0, -0.1], [0.1, 0.0, -0.1], [0.3, 0.1, 0.4], [-0.6, -0.1, 0.0], [-0.2, -0.5, -0.6], [0.2, 0.0, 0.0], [-0.2, -0.1, 0.1], [0.2, 0.1, -0.1], [0.4, -0.3, 0.4], [0.2, 0.2, 0.1], [-0.3, 0.1, -0.2], [-0.4, 0.6, -0.1], [0.0, 0.0, 0.0], [0.2, -0.4, 0.4], [0.2, -0.1, -0.3], [0.0, 0.2, 0.2], [-0.2, -0.2, -0.1], [-0.1, 0.1, 0.0], [-0.1, -0.1, 0.1], [-0.1, 0.0, 0.0], [0.0, 0.1, -0.2], [0.1, 0.1, 0.0], [0.0, -0.1, 0.0], [0.0, -0.1, 0.0], [0.0, 0.1, 0.0], [0.0, -0.1, 0.0], [0.0, -0.2, -0.3], [0.1, 0.2, 0.1], [0.0, 0.1, -0.1], [0.0, 0.1, 0.1], [-0.1, 0.1, 0.1], [-0.1, 0.0, 0.0], [0.0, 0.0, 0.0], [0.0, 0.0, -0.1], [0.1, 0.1, -0.1], [0.2, 0.0, 0.0], [0.1, 0.0, 0.1], [0.7, -0.3, -0.8], [0.2, 0.1, 0.2], [0.4, 0.9, 0.5], [0.0, -0.9, 0.5], [-1.6, 0.6, -0.3], [-0.1, 0.1, -0.2], [0.0, 0.1, -0.1], [0.0, -0.1, 0.0], [-0.2, 0.2, -0.1], [0.0, 0.0, 0.1], [0.1, 0.1, -0.1], [-0.2, 0.0, 0.0], [0.0, -0.2, 0.0], [0.0, 0.0, 0.1]]
}



Entry 2:
{
  "formula": "C32H51NO24Si",
  "method": "ωB97M-V/def2-TZVPD",
  "e_homo_ha": -0.3454,
  "total_charge": 0,
  "total_energy_ha": -3400.02265,
  "fmax_ev_per_a": 0.96,
  "species": ["H", "N", "C", "C", "C", "Si", "C", "C", "C", "C", "C", "H", "H", "H", "H", "H", "H", "H", "H", "H", "H", "H", "H", "H", "H", "H", "H", "H", "H", "O", "C", "O", "C", "C", "O", "H", "H", "H", "H", "O", "C", "O", "C", "C", "O", "H", "H", "H", "H", "O", "C", "O", "C", "C", "O", "H", "H", "H", "H", "O", "C", "O", "C", "C", "O", "H", "H", "H", "H", "O", "C", "O", "C", "C", "O", "H", "H", "H", "H", "O", "C", "O", "C", "C", "O", "H", "H", "H", "H", "O", "C", "O", "C", "C", "O", "H", "H", "H", "H", "O", "C", "O", "C", "C", "O", "H", "H", "H", "H"],
  "positions_angstrom": [[4.747542, 1.551471, -0.799296], [4.054842, 2.163574, -0.364172], [3.345880, 2.720405, -1.268986], [2.274830, 3.687698, -0.852631], [3.520159, 2.442393, -2.743416], [2.918365, 0.735286, -3.326282], [1.897139, -0.226492, -2.080502], [0.779541, 0.579642, -1.391933], [-0.442438, -0.265932, -1.014569], [-1.306542, 0.437293, 0.058643], [-1.307682, -0.290222, 1.405830], [1.297977, 3.360249, -1.216865], [2.209971, 3.740594, 0.231705], [2.441621, 4.676375, -1.282063], [4.590187, 2.506302, -2.958723], [3.035244, 3.217230, -3.340236], [2.085717, 0.938594, -4.538452], [4.106072, -0.037023, -3.769251], [2.544814, -0.709008, -1.343643], [1.425105, -1.043515, -2.640843], [1.194457, 1.000188, -0.472064], [0.494837, 1.423586, -2.025523], [-0.092181, -1.233035, -0.654586], [-1.043109, -0.381225, -1.920121], [-2.322755, 0.601245, -0.302227], [-0.883410, 1.431669, 0.228723], [-2.131943, 0.045660, 2.020629], [-1.352934, -1.368220, 1.250188], [-0.381665, -0.057935, 1.938111], [-4.611089, 0.412415, 1.841911], [-4.794934, -0.286275, 2.787853], [-3.811122, -0.843067, 3.538728], [-4.416409, -1.417315, 4.706218], [-5.835944, -1.665762, 4.247644], [-6.009407, -0.633075, 3.255901], [-3.896602, -2.326920, 4.994109], [-4.352289, -0.692772, 5.520512], [-5.959423, -2.639150, 3.783193], [-6.569715, -1.555757, 5.040980], [6.329327, -5.831376, -2.276930], [5.955668, -4.706545, -2.353329], [4.657006, -4.324404, -2.381474], [4.609275, -2.897664, -2.243147], [5.973550, -2.473720, -2.729764], [6.772407, -3.628687, -2.422245], [3.798321, -2.481690, -2.834497], [4.448147, -2.656048, -1.189952], [5.997120, -2.304471, -3.807593], [6.358393, -1.593595, -2.229455], [-6.759089, -4.312717, 4.671701], [-7.562579, -5.018688, 4.145745], [-8.035058, -6.165322, 4.659495], [-9.144991, -6.594644, 3.857087], [-8.858999, -5.917457, 2.532183], [-8.122446, -4.757131, 2.942632], [-9.169456, -7.678820, 3.792864], [-10.066385, -6.235783, 4.315950], [-8.228695, -6.519781, 1.876083], [-9.756472, -5.623375, 1.994652], [-11.467764, -4.724589, 5.537409], [-11.275731, -3.636460, 5.098518], [-12.205254, -2.884215, 4.470257], [-11.670857, -1.568039, 4.284637], [-10.177261, -1.820882, 4.323055], [-10.091002, -2.984957, 5.155110], [-12.016198, -1.150392, 3.343167], [-12.009146, -0.935025, 5.106274], [-9.762452, -2.060893, 3.342603], [-9.611637, -1.002588, 4.759991], [8.397293, 0.682300, -4.725622], [9.029812, -0.174943, -4.206833], [10.306146, -0.499250, -4.534970], [10.804152, -1.415219, -3.556869], [9.530352, -2.026749, -3.009933], [8.581899, -0.971594, -3.205773], [11.466781, -2.139805, -4.022540], [11.357623, -0.854252, -2.800902], [9.205814, -2.901751, -3.573979], [9.588985, -2.286591, -1.956302], [6.700213, 0.618039, -1.467813], [7.015718, 0.399864, -0.342617], [7.123836, 1.333886, 0.621958], [7.274732, 0.669814, 1.879884], [7.841885, -0.673936, 1.465055], [7.308705, -0.831431, 0.145081], [7.936179, 1.237804, 2.527992], [6.293455, 0.585922, 2.349170], [8.931615, -0.665956, 1.403817], [7.523620, -1.495987, 2.100148], [-5.212998, 2.711440, -5.674968], [-4.900579, 2.434055, -4.565192], [-4.947325, 3.286626, -3.513191], [-4.721383, 2.537565, -2.313816], [-3.963032, 1.332760, -2.829642], [-4.447473, 1.218650, -4.171116], [-4.158839, 3.128439, -1.596365], [-5.685565, 2.268556, -1.879793], [-2.884193, 1.499525, -2.855968], [-4.172168, 0.424472, -2.270593], [0.987747, 6.743843, 0.566469], [1.723034, 7.525400, 0.064717], [2.255647, 7.396782, -1.176586], [2.900740, 8.625327, -1.521348], [3.196371, 9.223815, -0.160633], [2.154011, 8.670786, 0.647164], [3.791466, 8.430081, -2.112348], [2.207339, 9.234472, -2.103722], [4.159013, 8.898726, 0.237661], [3.148922, 10.309305, -0.145199]],
  "forces_ev_per_a": [[0.0, 0.1, 0.0], [-0.2, 0.1, -0.2], [0.1, -0.2, 0.4], [-0.2, -0.2, 0.0], [0.1, 0.2, 0.2], [0.0, 0.2, -0.1], [-0.1, -0.1, -0.2], [0.5, -0.3, 0.3], [-0.1, 1.0, -0.1], [0.3, 0.0, 0.0], [0.3, 0.3, -0.3], [0.0, 0.0, -0.1], [0.1, 0.1, 0.0], [0.1, 0.0, 0.1], [0.0, -0.1, -0.1], [-0.1, 0.0, 0.0], [0.0, 0.0, 0.0], [0.0, -0.1, 0.1], [-0.1, 0.1, 0.1], [0.1, 0.0, -0.1], [0.0, 0.1, -0.1], [-0.2, 0.0, 0.1], [-0.1, -0.1, -0.1], [0.1, -0.5, 0.0], [-0.1, -0.2, 0.1], [-0.2, 0.1, -0.1], [-0.1, -0.1, 0.1], [-0.2, 0.0, 0.2], [0.0, -0.2, 0.0], [0.0, 0.0, 0.0], [0.0, 0.0, 0.0], [-0.3, 0.0, 0.0], [0.1, 0.0, 0.2], [0.1, 0.1, -0.1], [0.0, 0.0, 0.1], [0.1, 0.0, -0.1], [0.0, 0.0, 0.0], [0.0, 0.2, 0.0], [-0.1, 0.1, -0.1], [0.0, -0.1, 0.0], [0.0, 0.0, 0.0], [0.1, 0.0, 0.0], [-0.1, 0.1, 0.0], [-0.1, 0.2, -0.1], [0.0, 0.0, 0.0], [0.0, -0.2, 0.0], [0.0, 0.0, 0.0], [0.0, 0.0, 0.0], [0.1, -0.1, 0.0], [-0.1, -0.4, 0.1], [-0.1, 0.0, 0.2], [0.0, 0.0, -0.1], [-0.3, -0.1, 0.0], [-0.1, -0.1, -0.1], [0.0, 0.0, -0.1], [0.2, 0.0, 0.1], [0.0, 0.0, 0.0], [0.0, 0.0, 0.0], [0.0, 0.1, 0.0], [0.0, -0.1, -0.1], [0.0, 0.1, 0.0], [0.0, 0.0, 0.0], [0.0, 0.1, 0.0], [0.1, 0.1, -0.1], [0.0, 0.0, 0.0], [-0.1, -0.1, 0.0], [0.0, 0.0, 0.0], [0.0, 0.0, 0.0], [0.0, -0.1, 0.1], [0.0, 0.0, 0.0], [0.0, 0.0, 0.0], [0.0, 0.0, 0.0], [0.1, -0.1, 0.1], [0.0, -0.1, 0.0], [0.2, 0.0, -0.1], [0.0, 0.1, -0.1], [0.0, 0.0, 0.0], [0.0, 0.0, 0.0], [-0.1, 0.1, 0.0], [-0.1, 0.0, 0.0], [0.1, 0.1, 0.1], [0.1, 0.0, 0.0], [0.0, 0.0, 0.2], [0.1, 0.0, 0.1], [0.0, 0.0, 0.0], [0.0, 0.1, -0.1], [0.0, 0.0, 0.0], [0.0, 0.0, 0.0], [-0.1, 0.0, -0.1], [0.0, 0.0, -0.1], [0.0, 0.0, 0.0], [0.0, 0.0, 0.0], [0.0, 0.0, 0.1], [0.1, -0.1, 0.2], [0.0, 0.0, 0.0], [0.0, 0.1, -0.1], [0.0, 0.0, 0.0], [0.0, 0.0, 0.0], [-0.1, -0.1, -0.1], [-0.1, -0.1, 0.0], [0.0, 0.0, 0.0], [0.0, 0.0, 0.0], [0.1, 0.1, -0.1], [0.1, 0.1, 0.0], [0.0, 0.0, 0.0], [0.0, -0.1, 0.0], [0.0, 0.0, 0.0], [0.0, 0.0, 0.0], [-0.1, 0.0, 0.1]]
}